Density functional theory data (ωB97M-V/def2-TZVPD) for a 2-piece molecular cluster, CH4IPS2 overall in a non-equilibrium geometry.

Total energy (eV): -40160.084
ΔE to the lowest compared entry with this formula, charge and spin (kJ/mol): 140.7
Kohn-Sham gap (eV): 8.2
HOMO level (eV): -9.275

```
! wB97M-V def2-TZVPD RIJCOSX def2/J DEFGRID3
* xyz 0 1
C 1.819 0.420 0.695
P -1.135 -0.764 -0.119
S 1.439 1.894 0.268
S -2.590 0.525 -0.914
I 3.423 -0.866 0.012
H 1.468 -0.003 1.616
H -0.079 -0.055 -0.588
H -1.050 -1.626 -1.138
H -3.295 0.475 0.168
*
```

Atom charges from the natural (NBO) analysis, given in e for atoms 1 to 6: C -0.5096; P 0.2251; S 0.1807; S -0.2765; I 0.1297; H 0.1933